(1)
ORCA calculation (ωB97M-V with the def2-TZVPD basis set) on C17H13N3O10PbS2Se as an isolated structure.

Geometry as ORCA input:
```
! wB97M-V def2-TZVPD RIJCOSX def2/J DEFGRID3
* xyz 0 1
O 3.678 1.102 0.653
C -3.600 0.670 2.317
C 0.280 0.150 -4.606
H -4.915 -0.970 1.887
H -4.094 0.938 3.243
H 0.640 -1.016 4.658
H -0.149 -3.007 2.708
H -1.074 -2.287 -6.482
H -3.768 -1.535 -0.235
C 3.644 1.121 1.938
H 3.970 1.696 4.215
N 0.795 -1.496 -6.788
C 2.607 0.717 5.158
C 2.621 0.229 2.563
O -0.275 -1.141 -1.276
O 0.590 1.250 -0.066
H -1.627 -0.858 -4.544
S -0.497 2.206 0.289
H 2.622 -0.566 -6.921
H -2.138 2.244 2.464
O 3.616 1.547 5.143
C 0.955 -1.174 2.562
C -0.355 -1.559 -6.124
C -2.321 0.017 -0.055
C -2.508 1.410 1.886
C 2.196 0.128 3.853
O 4.363 1.802 2.662
C -4.059 -0.392 1.564
H 2.263 0.932 -4.986
N 1.157 -0.765 3.826
H -0.001 -2.333 1.072
O -0.906 2.957 -0.868
C -0.135 -2.087 2.125
C 1.490 0.233 -5.285
N 1.846 -0.593 1.778
O -0.202 2.924 1.493
O 2.004 0.383 6.152
C -1.852 1.100 0.702
Se 0.047 1.364 -3.150
C 1.691 -0.606 -6.368
C -3.421 -0.716 0.376
O -2.543 -1.514 -2.142
O -1.505 0.626 -2.516
C -0.669 -0.759 -5.033
S -1.595 -0.628 -1.551
Pb 2.238 -0.149 -0.531
H -1.104 -1.594 2.238
*
```

The calculation puts the HOMO-LUMO gap at 8.64 eV. The LUMO energy is -0.028 Ha.

(2)
ORCA calculation (ωB97M-V with the def2-TZVPD basis set) on a 2-piece molecular cluster, C27H44N3O2PS overall.

Geometry as ORCA input:
```
! wB97M-V def2-TZVPD RIJCOSX def2/J DEFGRID3
* xyz 0 1
H 2.015 -1.476 1.122
H 3.181 4.135 0.761
C 2.404 4.853 1.057
H 0.046 3.751 -5.768
C 1.248 -1.004 1.754
H -1.307 -5.386 1.360
H 1.615 0.941 0.860
C -0.175 0.502 -2.709
H 0.310 0.061 0.082
H 1.592 4.808 0.319
H 0.307 2.961 0.690
H -1.569 3.402 -5.089
H 1.176 2.875 3.653
C 2.850 0.067 -4.851
C -0.663 -6.075 0.799
H -5.369 1.871 3.494
H -1.106 -7.080 0.806
C 1.809 -0.742 3.151
H 0.326 -6.119 1.289
H -4.176 2.863 4.354
H -2.746 -4.357 -1.309
H 1.026 -0.298 3.783
C -3.189 1.870 1.850
C 0.765 0.270 1.055
C -0.615 -4.289 -0.920
C -2.057 1.266 0.998
C 1.272 1.881 -4.778
C -0.901 -0.129 -1.732
H 3.088 -0.872 -4.355
N 0.011 2.259 -4.343
H -0.671 3.561 2.055
H 1.498 -2.699 4.032
H -2.319 0.241 0.696
C -1.865 -3.709 -1.253
H 2.838 5.859 1.024
C 0.479 -2.156 -1.229
P -0.533 1.134 2.012
H 2.679 -0.086 -5.923
H 2.690 4.693 3.200
H -0.371 4.307 -4.101
C -1.934 -2.357 -1.509
H 0.430 -1.737 1.811
H -0.309 -7.566 -1.361
O 0.498 -1.318 -4.152
H 2.877 -1.822 4.703
C 0.659 -0.171 -3.721
C 1.386 3.090 2.596
H -1.735 0.417 -1.289
N -0.553 -5.649 -0.585
C -0.508 3.521 -4.852
C -0.382 1.915 -3.008
O -0.887 2.732 -2.230
C 0.553 -3.502 -0.912
H -4.141 1.780 1.309
H 2.627 -0.011 3.086
H -2.886 -1.891 -1.767
H 1.510 -3.963 -0.651
H 1.070 5.217 2.725
H -1.880 1.859 0.090
H 1.226 -6.680 -1.142
C 1.891 4.537 2.465
H -3.015 2.948 1.972
H -4.600 1.263 4.967
S 2.208 2.709 -5.890
N 1.682 0.685 -4.230
H 1.386 -1.542 -1.269
H 0.118 -6.231 -2.477
H 2.186 2.401 2.286
H -3.498 0.146 3.108
C -0.773 -1.555 -1.479
C 2.328 -2.030 3.782
H 3.681 0.775 -4.760
C 0.116 2.844 1.767
C 0.167 -6.579 -1.438
C -4.429 1.840 4.055
H -2.353 1.318 3.771
H 3.001 -2.567 3.104
C -3.308 1.220 3.229
*
```

The calculation puts the HOMO-LUMO gap at 6.78 eV. As for the SMILES: CN1C(=O)C(=Cc2ccc(N(C)C)cc2)C(=O)N(C)C1=S.CCCCP(CCCC)CCCC. The LUMO energy is -0.042 Ha.

(3)
ORCA calculation (ωB97M-V with the def2-TZVPD basis set) on C6H18F4O3Pb as an isolated structure.

Geometry as ORCA input:
```
! wB97M-V def2-TZVPD RIJCOSX def2/J DEFGRID3
* xyz -1 2
H -6.068 -0.398 3.930
H -6.218 -2.254 2.056
C -4.769 -3.787 -4.350
H -4.529 -5.635 -3.155
C -5.118 0.237 -1.359
H -6.166 -0.235 -3.265
H -5.813 -3.615 -4.612
F -5.746 -3.906 2.397
F -3.768 -5.437 0.556
Pb -5.021 -3.262 -0.152
H -6.986 1.098 3.549
H -4.296 -2.808 -4.270
H -5.767 0.267 -0.483
H -4.817 1.269 -1.540
C -7.372 -0.730 2.237
H -7.956 -0.155 1.518
O -6.450 -1.531 1.468
F -6.948 -4.810 -0.452
H -4.238 -4.343 -5.124
C -4.746 -4.575 -3.023
H -5.674 0.636 2.570
H -7.994 -1.494 2.704
H -2.945 -4.287 -2.716
O -6.125 -1.790 -2.053
C -5.442 -0.661 -2.570
H -5.696 -4.347 -2.541
H -4.579 -0.907 -3.189
O -3.725 -4.067 -2.202
H -4.264 -0.311 -0.962
C -6.503 0.212 3.138
F -3.054 -2.057 0.895
H -6.911 -2.052 -2.538
*
```

The calculation puts the HOMO-LUMO gap (alpha / beta) at 8.51 / 5.22 eV. The LUMO energy (alpha / beta) is 0.092 / -0.011 Ha.

(4)
ORCA calculation (ωB97M-V with the def2-TZVPD basis set) on C23H38F4N2O3RuS4Si as an isolated structure.

Geometry as ORCA input:
```
! wB97M-V def2-TZVPD RIJCOSX def2/J DEFGRID3
* xyz 0 5
C -2.310 4.060 0.102
N -1.693 -3.757 -0.673
H 1.156 0.647 4.121
H -2.443 2.201 2.080
C 3.376 2.058 -2.607
C -3.131 -3.617 -0.880
H 4.297 0.085 2.114
H 2.429 4.623 -3.173
H -3.031 3.273 -0.121
H 1.441 4.783 -1.709
C 0.915 2.386 -2.936
Si 0.853 1.703 0.194
C 0.422 -7.318 -1.537
F -2.990 -6.374 -0.833
H 3.950 2.005 3.752
H 1.037 2.748 -3.957
H -1.935 4.464 -0.840
C 0.294 -4.933 -1.333
H -3.680 -2.268 0.683
C -1.154 3.500 0.922
H 0.734 4.177 1.728
C 2.315 4.291 -2.141
S 0.584 -0.296 -0.572
C 3.113 2.331 3.134
C -0.934 -7.355 -1.292
C -2.914 0.029 -0.010
C -2.517 -0.945 -2.168
C -1.651 2.932 2.249
H -0.548 5.405 1.728
F 2.314 -5.971 -1.890
H 4.249 2.358 -2.026
H -3.484 -0.566 -2.514
H 0.987 -8.222 -1.709
C -1.077 -4.937 -0.996
C 1.019 -6.074 -1.579
C -1.673 -6.213 -1.051
O 1.976 2.410 -0.721
H -2.815 4.855 0.650
H 0.008 2.829 -2.517
C 2.131 2.778 -2.100
H 2.690 -0.250 4.102
Ru -0.699 -2.089 -0.005
C 2.451 1.134 2.458
O -0.597 2.430 0.130
F 0.897 -3.736 -1.486
O 1.328 1.653 1.725
H -3.695 -4.365 -0.325
H -2.041 3.730 2.881
H -3.930 0.344 -0.277
C 1.889 0.154 3.482
N -2.571 -1.216 -0.722
H 2.389 2.851 3.763
H 1.395 -0.671 2.966
H -2.866 -0.136 1.064
H -4.543 -1.988 -0.843
H 0.803 1.303 -2.963
H 3.479 3.025 2.375
C 3.437 0.425 1.537
S -1.605 -1.987 2.530
H -0.828 2.439 2.766
H -3.368 -3.751 -1.943
C -0.107 4.583 1.163
S 0.778 -3.195 1.491
H -2.265 -1.850 -2.718
F -1.565 -8.533 -1.275
C -0.187 -2.871 2.889
H -2.209 0.809 -0.277
H 3.196 4.588 -1.572
C -3.575 -2.249 -0.401
H 3.238 0.981 -2.498
H 0.266 4.968 0.213
H 2.966 -0.443 1.071
H -1.750 -0.198 -2.360
H 3.781 1.101 0.752
H 3.550 2.291 -3.658
S 0.249 -3.365 4.394
*
```

The calculation puts the HOMO-LUMO gap (alpha / beta) at 6.73 / 5.78 eV. The LUMO energy (alpha / beta) is -0.032 / -0.079 Ha.

(5)
ORCA calculation (ωB97M-V with the def2-TZVPD basis set) on C13H16O2PdS4 as an isolated structure.

Geometry as ORCA input:
```
! wB97M-V def2-TZVPD RIJCOSX def2/J DEFGRID3
* xyz 0 1
C -1.268 3.100 0.383
C 0.080 -4.505 -1.265
C -1.357 -2.634 -1.682
H -3.447 -3.091 -1.684
H -0.679 3.698 1.066
C 1.889 1.978 2.426
C -2.285 -4.853 -1.334
H -0.847 -6.422 -1.027
H 1.086 -4.878 -1.131
C -1.713 1.800 1.028
C -0.059 -3.136 -1.488
H 1.763 4.771 -0.132
C -1.001 -5.365 -1.199
S -0.327 2.922 -1.175
H 0.826 0.353 3.305
S -0.419 0.556 1.358
H 2.484 1.976 3.340
H -2.241 2.004 1.962
O 1.267 -1.086 -1.725
S -1.809 -1.014 -2.176
H 2.471 1.471 1.658
C 0.581 1.250 2.733
H -0.087 1.872 3.329
C 1.439 2.708 -0.692
O 2.283 -2.978 -1.227
H 1.585 1.712 -0.277
H -2.391 1.266 0.359
Pd -0.231 0.256 -1.137
H 3.158 3.703 0.082
H -2.151 3.674 0.097
S 1.723 3.739 1.980
H -3.151 -5.496 -1.247
H 1.939 2.726 -1.662
C 2.075 3.774 0.182
C -2.452 -3.504 -1.565
C 1.263 -2.350 -1.461
*
```

The calculation puts the HOMO-LUMO gap (alpha / beta) at 5.92 / 6.24 eV. The LUMO energy (alpha / beta) is -0.070 / -0.057 Ha.

E_tot / a.u.: -4963.05217, -2109.47270, -1057.34404, -3611.15825, -2376.04843
Max |F| / eV/Å: 0.293, 2.658, 5.095, 1.036, 1.838